No. 1
{
  "formula": "C36H51N11O9PPdS4",
  "method": "ωB97M-V/def2-TZVPD",
  "e_tot_ev": -129077.5651,
  "multiplicity": 3,
  "charge": 1,
  "s2": 2.02,
  "symbols": ["H", "H", "O", "C", "H", "C", "O", "C", "C", "H", "H", "C", "N", "N", "H", "H", "O", "C", "N", "H", "O", "H", "N", "H", "H", "P", "Pd", "C", "H", "H", "H", "C", "S", "C", "H", "H", "H", "S", "H", "H", "C", "H", "C", "N", "H", "C", "C", "C", "C", "N", "C", "S", "C", "H", "H", "H", "H", "H", "H", "H", "H", "C", "N", "C", "H", "H", "H", "C", "C", "O", "C", "C", "H", "C", "C", "C", "H", "S", "N", "C", "H", "C", "C", "C", "C", "O", "N", "C", "N", "C", "H", "H", "H", "H", "C", "H", "H", "H", "C", "H", "H", "H", "C", "N", "H", "O", "O", "H", "O", "H", "H", "H", "H"],
  "coordinates": [[3.00806, 2.75771, -4.17680], [5.85017, -1.87362, -1.51101], [-4.92267, 6.04368, 4.48457], [2.21721, -2.58692, -4.50703], [3.39989, -4.58895, 2.45614], [2.02528, -1.66292, 3.36388], [-2.59208, 6.25075, 3.77512], [5.34949, -1.04978, -4.08033], [-2.51868, 2.17918, 4.31589], [1.03255, -3.16543, 6.20781], [1.40026, -3.66329, 3.83218], [4.23086, -3.91302, 2.32085], [4.49061, -1.14479, -2.91836], [-4.23090, 3.62744, 5.91851], [-3.90619, 2.45281, -2.37528], [-0.79543, -1.43847, 1.97542], [2.16023, -1.16554, -1.79696], [-3.35104, 1.52802, 5.25277], [2.77670, 1.08933, -2.95192], [2.59467, 0.38474, 3.16625], [-3.13844, 6.40637, 6.15954], [1.82451, 2.61470, -1.88558], [-1.85526, 0.22685, -4.96846], [1.44745, -0.89976, 7.08307], [-2.16897, 2.08089, 0.23918], [2.89706, -0.59597, -2.95638], [0.81876, -0.35726, -0.24176], [3.59485, 1.89861, -3.83790], [-8.70738, 2.72251, -1.28740], [0.31865, -0.53454, -3.20686], [-4.88356, 1.86228, 6.74124], [-0.81138, -0.37025, 2.17911], [-0.13539, -2.95191, -0.37483], [6.59703, -3.49692, 2.33286], [-2.71937, 0.42500, 0.48672], [4.48852, 2.27681, -3.32519], [5.69535, -5.36909, 2.84735], [-6.55031, 1.72074, -2.91294], [-5.04890, 0.06701, -2.02942], [7.20730, -1.52337, 1.77894], [-0.79206, 2.32410, 2.56738], [-2.25757, -4.13442, -1.59840], [-3.40830, 4.10636, 5.04858], [-2.28635, -4.43117, -0.63792], [-3.70436, 1.54898, -0.44299], [5.08011, -1.73356, 1.74434], [-1.61829, 0.14760, 3.15691], [5.18701, -1.01889, -1.65659], [0.00378, 1.72323, 1.63223], [-2.58295, 3.53919, 4.25313], [-1.99693, 0.80238, -1.46411], [2.33070, -2.03097, 1.60753], [2.25463, -0.38622, 3.84155], [3.42797, 2.17908, -1.25360], [1.97000, 0.61382, -5.47298], [3.04846, -2.94417, -5.12172], [5.95958, -0.13929, -4.07189], [6.02326, -1.91024, -4.10292], [-5.69135, 3.15683, -1.20347], [-7.84949, 4.08581, -2.00194], [4.44393, -1.00680, -0.86210], [-4.20030, 2.28881, 6.02422], [-2.55298, 0.91357, -2.69052], [2.04073, -0.10908, 5.18123], [1.28270, -2.90172, -4.97589], [-0.78763, 3.39396, 2.70082], [-3.73496, 1.94244, -4.05085], [-3.79835, 1.58236, -3.02288], [2.13084, -0.44567, -5.64350], [-0.87178, -0.06372, -5.62960], [4.02123, -2.60264, 1.92711], [-1.64594, 1.54293, 3.38240], [2.03698, 1.07091, -0.97706], [-7.83450, 3.36224, -1.19110], [2.50897, 1.77807, -1.69874], [-0.57098, -0.05457, -2.84067], [-7.87808, 3.89712, -0.24385], [-3.52813, 6.00552, 4.83654], [-1.29539, -4.48683, 1.43570], [-2.68705, 1.24526, -0.22838], [1.26145, -0.82733, -6.18127], [-1.29628, -4.02291, 0.17008], [-1.65526, 0.36074, -3.57899], [5.52569, -4.35261, 2.53337], [6.37364, -2.18894, 1.93800], [-6.39518, 2.72726, -3.91773], [0.00245, 0.38790, 1.41889], [-5.01719, 0.68176, -2.92409], [-0.79759, 0.22180, -1.53384], [1.57695, -2.66592, 4.20723], [2.28879, -3.03385, -3.51701], [3.90624, 1.31749, -4.70019], [-6.55777, 1.74032, -0.52879], [-5.11347, 0.04925, -3.80317], [-6.57309, 2.52903, -1.27466], [-2.89979, -5.19200, -0.39713], [4.74880, -1.05946, -4.98605], [-0.51749, -4.25295, 2.02739], [1.37131, -2.38373, 5.54697], [0.68848, 2.30073, 1.01720], [2.22453, 0.88456, 5.55827], [-1.85984, -5.27864, 1.69691], [1.60366, -1.10791, 6.03555], [2.21617, -1.13983, -4.37493], [4.89258, -0.71450, 1.44313], [2.52325, -0.68618, 0.97287], [-2.98225, 0.38715, -5.40820], [5.78724, -0.10287, -1.60851], [-7.65945, 0.81962, -2.98587], [3.01778, -0.59699, -6.27059], [7.60297, -3.85722, 2.48393], [-2.24335, -0.51861, 3.72670], [-3.31065, 0.46058, 5.38551]],
  "atomic_forces_ev_per_a": [[0.1, 0.0, -0.1], [0.0, 0.0, 0.0], [-0.9, 2.1, -0.4], [-0.1, -0.3, 0.1], [-0.1, -0.1, 0.0], [-0.2, -0.1, -0.2], [0.2, 1.7, -0.6], [0.0, -0.1, -0.1], [-1.9, 1.6, 1.9], [0.0, -0.1, 0.1], [0.0, -0.2, -0.1], [0.0, 0.0, -0.1], [-0.9, 0.4, -0.2], [-0.9, -1.5, 1.1], [0.1, -0.1, 0.0], [0.0, 0.1, -0.1], [0.3, -0.1, -0.2], [0.9, -0.2, -0.8], [0.2, -0.9, 0.0], [0.0, 0.0, -0.1], [-0.1, 2.1, 0.4], [0.0, -0.1, 0.1], [0.1, -0.1, -0.4], [0.0, 0.0, 0.1], [0.0, 0.0, 0.0], [0.4, 0.4, -0.4], [-0.2, -0.4, -1.3], [0.0, 0.0, -0.1], [-0.1, 0.0, 0.1], [0.0, -0.1, 0.0], [0.0, -0.2, 0.1], [0.7, 0.1, -0.4], [-0.3, -0.3, -0.2], [0.0, -0.1, 0.0], [0.0, 0.0, 0.0], [0.0, -0.1, 0.0], [0.0, -0.2, 0.0], [0.8, -0.7, 0.5], [0.0, -0.1, 0.2], [0.1, 0.1, 0.0], [-0.8, -0.2, 1.0], [0.1, 0.0, 0.1], [-0.1, 3.7, -0.5], [-0.3, -0.3, 0.0], [-0.1, 0.0, 0.0], [-0.1, 0.1, -0.1], [-0.4, 1.2, 0.6], [-0.1, -0.1, 0.2], [0.4, -0.9, -0.2], [1.3, -2.3, -1.1], [0.2, -0.2, -0.2], [1.2, -0.3, 1.4], [0.0, 0.1, -0.2], [0.0, 0.0, 0.0], [0.0, 0.1, -0.1], [0.1, 0.0, 0.0], [0.0, 0.0, 0.0], [0.0, 0.0, 0.0], [0.2, 0.0, 0.0], [-0.1, 0.1, 0.0], [0.1, 0.0, 0.1], [0.0, 1.0, 0.0], [0.0, -0.2, -0.2], [0.0, 0.0, 0.0], [0.0, 0.0, 0.0], [0.1, 0.1, 0.0], [0.1, 0.1, 0.3], [-0.4, 0.4, -0.2], [-0.2, 0.1, -0.1], [-0.4, 0.1, 0.1], [-0.2, -0.1, -0.2], [1.6, -1.3, -2.0], [0.4, 0.8, -0.4], [-0.1, 0.0, -0.1], [-0.3, -0.2, 0.3], [-0.7, 0.2, -0.7], [0.0, 0.0, 0.0], [0.6, -7.0, 0.9], [-0.3, -0.3, 0.2], [0.1, 0.0, 0.0], [0.1, 0.1, 0.0], [0.4, 0.3, -0.2], [0.8, -0.1, 1.0], [0.0, 0.0, 0.0], [0.0, 0.0, 0.0], [0.3, 0.5, -0.2], [-1.5, 1.1, 1.9], [-0.8, 0.8, 0.1], [-0.7, 0.3, -0.6], [0.0, 0.1, -0.1], [-0.1, -0.1, -0.1], [0.1, 0.1, -0.1], [0.1, -0.1, 0.1], [-0.1, -0.1, -0.1], [0.0, -0.3, -0.7], [0.0, 0.0, 0.0], [0.1, 0.0, -0.1], [0.0, 0.0, -0.2], [0.0, -0.1, 0.0], [-0.1, -0.1, 0.0], [0.0, 0.1, 0.0], [0.0, 0.0, 0.1], [0.0, 0.0, 0.0], [0.6, 0.3, 0.4], [-0.1, 0.1, 0.0], [1.1, 0.0, 0.4], [0.1, -0.1, -0.1], [0.0, 0.0, 0.0], [-0.3, -0.3, 0.2], [0.0, 0.0, 0.0], [0.1, 0.0, 0.0], [-0.1, -0.1, 0.1], [-0.1, -0.2, 0.0]],
  "mulliken_spin": [0.000, 0.000, 0.383, 0.001, 0.000, -0.006, 0.383, 0.001, 0.001, 0.000, 0.000, -0.002, 0.002, -0.001, 0.000, 0.007, 0.030, 0.001, 0.000, 0.002, 0.366, 0.002, 0.000, 0.000, 0.000, 0.001, 0.726, 0.000, 0.000, 0.001, 0.000, -0.002, 0.000, 0.000, -0.001, 0.000, 0.000, 0.000, 0.000, 0.000, 0.008, 0.000, 0.006, -0.001, -0.001, 0.009, 0.006, -0.001, -0.007, -0.003, -0.008, 0.013, 0.005, 0.001, 0.000, 0.000, 0.000, 0.000, 0.000, 0.000, 0.003, -0.001, 0.002, 0.000, 0.000, 0.001, 0.000, 0.001, 0.000, 0.000, 0.005, 0.006, -0.011, 0.000, 0.019, -0.011, 0.000, -0.133, 0.000, -0.001, 0.000, -0.003, -0.004, 0.000, 0.001, 0.000, 0.073, 0.000, 0.096, -0.001, -0.001, 0.000, 0.000, 0.000, 0.000, 0.000, 0.000, 0.000, 0.000, 0.004, 0.000, 0.000, 0.000, 0.000, -0.002, 0.035, 0.000, 0.000, 0.000, 0.000, 0.000, 0.001, 0.000]
}



No. 2
{
  "formula": "C32H29CoN4O3S3Se",
  "method": "ωB97M-V/def2-TZVPD",
  "de_lowest_ev": 0.0000,
  "multiplicity": 2,
  "charge": 1,
  "s2": 0.76,
  "symbols": ["N", "C", "C", "H", "H", "O", "H", "H", "H", "C", "S", "C", "N", "H", "C", "H", "C", "C", "H", "C", "C", "C", "C", "H", "C", "H", "H", "C", "H", "C", "N", "H", "H", "H", "C", "O", "Co", "C", "Se", "S", "H", "C", "C", "C", "H", "S", "H", "O", "H", "C", "C", "H", "H", "N", "C", "C", "H", "H", "H", "C", "H", "H", "C", "C", "C", "H", "C", "C", "H", "H", "C", "C", "C"],
  "coordinates": [[0.35945, 1.68761, 0.29471], [-1.10916, 1.55312, -1.56469], [5.04259, -0.11086, -1.84962], [4.10612, -2.48802, -3.10633], [-0.44945, -1.49176, 3.90670], [3.15289, -2.25219, -1.05878], [7.11782, 0.16141, -1.43618], [-2.79427, -0.81889, -4.00222], [1.77888, 1.75351, 1.77844], [3.78686, 0.48116, -1.96637], [-1.18361, -2.49711, 0.44794], [3.66940, -2.65216, -5.18692], [-1.16147, 0.23851, -1.28287], [2.71880, 2.34282, -1.76155], [-0.25344, -3.27307, 1.80817], [-0.11722, -4.32630, 1.56519], [-1.73518, -0.57608, -2.15772], [2.67327, -1.01301, -3.71596], [0.68945, -0.28070, 4.45855], [-0.99433, 0.55246, 3.42441], [1.90970, -0.56708, -4.79142], [6.15419, 0.64574, -1.51915], [3.68083, 1.84746, -1.71859], [-1.60527, 0.66668, 4.32058], [2.03587, -1.13916, -6.05058], [3.02222, -2.63149, -7.23508], [-2.39472, -1.66801, 3.23542], [2.29191, -1.40708, -1.24748], [5.15140, -1.17351, -1.99228], [-2.35247, 1.23899, -3.58189], [-0.70627, 5.61256, -2.30883], [1.02338, 5.44586, -0.27651], [-3.41107, -1.84941, 0.35092], [1.61475, 1.20925, -3.03398], [-0.27321, 2.35940, -0.68244], [1.41782, 0.54048, -2.36665], [-0.21890, -0.27649, 0.34861], [0.03000, -0.55361, 3.63457], [-1.70046, 5.88640, -3.75750], [-2.08406, 0.34954, 1.98982], [1.58150, -3.02535, 2.92566], [1.10633, -2.63192, 2.02654], [-0.77507, 4.33735, -2.02942], [-2.86803, -1.24856, 2.35049], [2.25147, 4.17022, 1.50351], [1.04929, -0.82855, 2.15814], [6.91355, 2.59852, -1.04210], [1.18515, -1.37243, -0.60801], [4.68718, 3.67123, -1.21484], [-1.58354, 3.53821, -2.91040], [-1.70806, 2.09754, -2.69205], [-2.81699, 1.64611, -4.46973], [1.43388, -0.76581, -6.86875], [-2.16100, 4.17439, -3.89566], [-2.34529, -0.11203, -3.32092], [1.51474, 3.69372, 0.87423], [-0.87399, -3.22171, 2.70277], [-0.50429, 1.51106, 3.24862], [1.18456, 0.22593, -4.66620], [1.24592, 2.33563, 1.03790], [-1.68785, -1.63257, -1.93819], [-3.24055, -3.18289, 1.47746], [6.04121, 2.01098, -1.29308], [2.92139, -2.18263, -6.25641], [2.53902, -0.32989, -2.34174], [-3.91109, -1.06297, 2.60629], [-0.06412, 3.71260, -0.91493], [4.79713, 2.60821, -1.39061], [1.76426, -2.79729, 1.17236], [4.35300, -3.47923, -5.32547], [0.84542, 4.39321, -0.10458], [3.54720, -2.07750, -3.93199], [-2.81034, -2.22497, 1.18234]],
  "atomic_forces_ev_per_a": [[0.1, -0.2, 0.0], [0.0, 0.0, 0.1], [0.0, 0.0, 0.0], [0.0, 0.0, 0.0], [0.0, 0.0, 0.0], [0.2, 0.0, 0.0], [0.0, 0.0, 0.0], [0.0, 0.0, 0.0], [0.0, 0.0, 0.0], [0.0, 0.0, 0.0], [0.1, 0.1, 0.0], [0.0, 0.0, 0.0], [-0.1, 0.0, 0.1], [0.0, 0.0, 0.0], [0.0, 0.0, 0.0], [0.0, 0.0, 0.0], [0.0, 0.1, 0.0], [0.0, 0.0, 0.0], [0.0, 0.0, 0.0], [0.0, 0.0, 0.1], [0.0, 0.0, 0.0], [0.0, 0.0, 0.0], [0.0, 0.0, 0.0], [0.0, 0.0, 0.0], [0.0, 0.0, 0.0], [0.0, 0.0, 0.0], [0.0, 0.0, 0.0], [-0.1, -0.1, 0.1], [0.0, 0.0, 0.0], [0.0, 0.0, 0.0], [0.0, 0.0, 0.0], [0.0, 0.0, 0.0], [0.0, 0.0, 0.0], [0.0, 0.0, 0.0], [0.0, 0.0, 0.0], [-0.1, 0.0, 0.0], [-0.2, 0.0, 0.1], [0.0, 0.0, 0.0], [0.0, -0.1, 0.1], [0.1, 0.0, -0.1], [0.0, 0.0, 0.0], [0.0, 0.0, 0.0], [0.1, 0.1, 0.1], [-0.1, 0.0, 0.0], [0.0, 0.0, 0.0], [0.0, 0.0, -0.1], [0.0, 0.0, 0.0], [-0.1, 0.1, -0.2], [0.0, 0.0, 0.0], [-0.1, 0.0, -0.1], [0.0, 0.1, -0.1], [0.0, 0.0, 0.0], [0.0, 0.0, 0.0], [0.0, -0.1, 0.0], [0.0, 0.0, 0.1], [0.0, -0.1, 0.0], [0.0, 0.0, 0.0], [0.0, 0.0, 0.0], [0.0, 0.0, 0.0], [0.0, 0.1, 0.0], [0.0, 0.0, 0.0], [0.0, 0.0, 0.0], [0.0, 0.0, 0.0], [0.0, 0.0, 0.0], [0.0, 0.0, -0.1], [0.0, 0.0, 0.0], [0.0, 0.1, -0.1], [0.0, 0.0, 0.0], [0.0, 0.0, 0.0], [0.0, 0.0, 0.0], [0.0, 0.0, 0.0], [0.0, 0.0, 0.0], [0.0, 0.0, 0.0]],
  "mulliken_spin": [0.043, -0.004, 0.000, 0.000, 0.000, 0.003, 0.000, 0.000, -0.001, 0.001, 0.023, 0.000, -0.029, 0.000, 0.002, 0.000, -0.003, 0.001, 0.000, -0.005, 0.000, 0.000, 0.001, 0.000, 0.000, 0.000, 0.001, 0.013, 0.000, -0.001, 0.000, 0.000, -0.001, 0.000, -0.012, 0.000, 0.901, 0.003, 0.000, 0.044, -0.001, -0.004, 0.000, 0.002, 0.000, -0.019, 0.000, 0.042, 0.000, 0.000, 0.002, 0.000, 0.000, 0.000, -0.001, 0.002, 0.001, 0.001, 0.000, -0.005, 0.001, 0.000, 0.000, 0.000, -0.001, 0.000, 0.004, 0.000, 0.000, 0.000, -0.002, 0.000, 0.001]
}